[1]
{"formula": "C28H32Br2N6O3RbSTe4", "method": "ωB97M-V/def2-TZVPD", "species": ["Rb", "C", "N", "C", "C", "O", "C", "O", "C", "C", "O", "N", "C", "C", "H", "H", "H", "H", "H", "H", "H", "H", "H", "H", "H", "H", "H", "H", "H", "H", "Te", "Te", "Te", "Te", "S", "C", "C", "C", "N", "C", "C", "C", "C", "C", "N", "C", "C", "H", "H", "H", "H", "H", "H", "H", "H", "Br", "C", "C", "C", "C", "C", "N", "H", "H", "H", "H", "Br", "C", "C", "C", "C", "N", "C", "H", "H", "H", "H"], "positions_angstrom": [[0.04, -0.51, -0.89], [-4.36, -3.62, -0.77], [-2.96, -3.83, -1.13], [-2.32, -5.02, -0.59], [-2.17, -2.80, -1.52], [-0.96, -2.91, -1.56], [-2.86, -1.49, -1.94], [-1.97, -0.77, -2.74], [-2.20, 0.63, -2.85], [-0.92, 1.27, -3.40], [0.02, 0.56, -3.72], [-0.92, 2.61, -3.52], [-2.00, 3.42, -2.98], [0.32, 3.28, -3.86], [-4.77, -4.57, -0.43], [-4.94, -3.28, -1.62], [-4.46, -2.90, 0.05], [-2.88, -5.90, -0.88], [-2.26, -4.97, 0.51], [-1.31, -5.08, -0.98], [-3.12, -0.93, -1.02], [-3.79, -1.70, -2.47], [-2.40, 1.08, -1.87], [-3.05, 0.83, -3.52], [-2.02, 3.34, -1.89], [-2.96, 3.13, -3.40], [-1.81, 4.46, -3.26], [1.06, 2.53, -4.15], [0.70, 3.83, -3.00], [0.15, 3.97, -4.69], [2.66, -1.25, -3.12], [4.30, -2.65, -4.94], [2.21, -3.73, -6.33], [0.57, -2.72, -4.38], [-0.38, 4.02, 3.78], [-0.32, 3.12, 2.24], [0.57, 3.47, 1.29], [0.66, 2.65, 0.03], [-0.67, 2.10, -0.34], [-1.47, 1.78, 0.66], [-1.32, 2.12, 1.99], [0.15, 2.72, 4.86], [-0.68, 2.24, 5.88], [-0.21, 1.22, 6.70], [0.99, 0.65, 6.57], [1.77, 1.12, 5.59], [1.40, 2.14, 4.73], [1.23, 4.31, 1.44], [1.00, 3.28, -0.80], [-2.40, 1.26, 0.37], [-2.06, 1.86, 2.74], [-1.67, 2.65, 6.02], [-0.84, 0.84, 7.49], [2.74, 0.65, 5.49], [2.07, 2.47, 3.94], [-1.19, -2.03, 1.88], [0.36, -3.11, 1.56], [0.46, -4.32, 2.23], [1.57, -5.10, 1.94], [2.49, -4.66, 1.01], [2.29, -3.42, 0.42], [1.23, -2.66, 0.70], [-0.29, -4.62, 2.95], [1.70, -6.05, 2.44], [3.36, -5.24, 0.75], [2.97, -3.02, -0.32], [5.27, 3.78, -1.99], [3.91, 2.81, -1.05], [3.93, 2.76, 0.37], [2.97, 2.05, 1.00], [1.81, 1.55, 0.18], [2.26, 1.07, -1.15], [3.19, 1.83, -1.71], [4.76, 3.20, 0.92], [3.00, 1.87, 2.06], [1.36, 0.72, 0.74], [3.42, 1.62, -2.75]], "mulliken_charge": [0.142, -0.997, 0.160, -1.124, 0.520, -0.375, -0.646, 0.077, -0.722, 0.553, -0.342, 0.267, -0.988, -1.097, 0.378, 0.316, 0.303, 0.410, 0.360, 0.306, 0.324, 0.328, 0.359, 0.394, 0.290, 0.312, 0.384, 0.256, 0.387, 0.365, 0.438, -0.236, -0.236, 0.016, -0.249, 0.249, -0.745, 1.371, -0.188, -0.196, -1.194, 0.189, -0.150, -0.371, -0.660, -0.390, -0.124, 0.426, -0.479, 0.218, 0.435, 0.386, 0.344, 0.378, 0.375, -0.128, 0.314, -0.606, -0.301, -0.760, -0.241, 0.227, 0.472, 0.391, 0.433, 0.343, -0.315, -0.863, -0.166, -1.437, -0.383, 0.322, -0.187, 0.456, 0.519, 0.007, 0.398], "total_charge": -1}



[2]
{"formula": "C5H9NO", "method": "ωB97M-V/def2-TZVPD", "species": ["C", "C", "N", "C", "C", "C", "O", "H", "H", "H", "H", "H", "H", "H", "H", "H"], "positions_angstrom": [[0.90, -1.80, 0.30], [-0.45, -1.31, 0.76], [-0.62, -0.15, 1.62], [-1.16, -0.07, 0.26], [-0.60, 0.91, -0.77], [0.43, 2.32, -0.75], [0.77, 0.99, -0.78], [0.79, -2.49, -0.55], [1.41, -2.35, 1.10], [1.54, -0.97, -0.01], [-1.10, -2.14, 1.08], [0.26, 0.37, 1.62], [-2.25, -0.18, 0.22], [-1.24, 1.18, -1.60], [1.03, 2.91, -1.48], [0.07, 2.85, 0.11]], "mulliken_charge": [-1.222, 0.108, -0.711, -0.027, -0.325, -0.435, -0.345, 0.296, 0.332, 0.311, 0.357, 0.300, 0.403, 0.441, 0.255, 0.262], "smiles": "C[C@H]1N[C@H]1[C@H]1CO1"}



[3]
{"formula": "C4H7NO", "method": "ωB97M-V/def2-TZVPD", "species": ["O", "C", "C", "C", "C", "H", "H", "H", "H", "N", "H", "H", "H"], "positions_angstrom": [[0.41, -1.68, -1.82], [0.51, -0.78, -1.07], [0.68, 0.15, -0.19], [0.01, 1.36, 0.37], [1.46, 1.40, -0.01], [-0.71, 1.88, -0.26], [-0.23, 1.35, 1.43], [2.20, 1.41, 0.79], [1.75, 1.93, -0.91], [-1.70, -1.85, 0.62], [-2.17, -1.25, -0.05], [-1.28, -2.61, 0.09], [-0.92, -1.31, 1.00]], "mulliken_charge": [-0.418, 0.777, -0.371, -0.372, -0.573, 0.217, 0.233, 0.215, 0.248, -0.779, 0.258, 0.268, 0.298], "smiles": "O=C=C1CC1.N"}



[4]
{"formula": "H26O13", "method": "ωB97M-V/def2-TZVPD", "species": ["H", "H", "H", "H", "H", "H", "H", "H", "H", "H", "H", "H", "H", "H", "H", "H", "H", "H", "H", "H", "H", "H", "H", "H", "H", "H", "O", "O", "O", "O", "O", "O", "O", "O", "O", "O", "O", "O", "O"], "positions_angstrom": [[0.44, -0.45, -0.30], [0.97, -1.70, 0.40], [-1.76, 2.98, -0.01], [-0.83, 3.61, -1.03], [-1.83, 0.60, 3.76], [-1.69, -0.59, 4.70], [-1.69, 0.20, -2.41], [-0.60, -0.83, -2.16], [-2.11, -1.11, 3.19], [-2.85, -1.98, 2.19], [-3.29, 1.03, -1.14], [-1.90, 0.99, -0.54], [2.02, 4.09, -2.14], [1.47, 2.68, -2.22], [1.45, -0.72, 5.01], [1.71, -2.17, 4.61], [2.08, 0.42, -5.65], [1.71, -0.14, -4.28], [0.34, -4.11, -0.31], [-0.23, -3.76, -1.67], [1.84, -4.56, 1.26], [2.44, -3.35, 0.56], [2.42, 2.55, 1.85], [2.19, 1.58, 0.70], [0.02, 1.52, -1.89], [1.24, 0.64, -2.15], [0.18, -1.15, 0.31], [-0.84, 2.97, -0.31], [-2.33, 0.07, 4.39], [-0.76, 0.12, -2.16], [-2.93, -1.16, 2.69], [-2.81, 1.22, -0.33], [1.50, 3.51, -2.70], [1.17, -1.40, 4.39], [1.77, 0.69, -4.78], [0.45, -3.50, -1.05], [1.71, -3.98, 0.51], [1.88, 1.79, 1.59], [0.56, 1.15, -2.60]], "mulliken_charge": [0.200, 0.280, 0.347, 0.316, 0.353, 0.318, 0.148, 0.226, 0.264, 0.280, 0.263, 0.466, 0.276, 0.244, 0.312, 0.292, 0.278, 0.274, 0.320, 0.247, 0.264, 0.271, 0.287, 0.286, 0.382, 0.322, -0.511, -0.640, -0.698, -0.474, -0.522, -0.659, -0.574, -0.593, -0.546, -0.556, -0.552, -0.572, -0.618]}



[5]
{"formula": "C2H9NS", "method": "ωB97M-V/def2-TZVPD", "species": ["C", "C", "N", "H", "H", "H", "H", "H", "H", "H", "S", "H", "H"], "positions_angstrom": [[-0.49, 0.28, -2.11], [-1.08, 1.11, -1.01], [-0.48, 0.81, 0.37], [-1.08, 0.27, -3.05], [0.58, 0.54, -2.18], [-0.40, -0.77, -1.88], [-1.03, 2.11, -1.43], [-2.19, 0.84, -0.97], [-0.74, 1.58, 1.02], [0.50, 1.00, 0.23], [2.24, -2.75, 3.07], [3.00, -2.59, 4.20], [1.17, -2.43, 3.73]], "mulliken_charge": [-1.107, -0.225, -0.577, 0.312, 0.288, 0.337, 0.241, 0.266, 0.239, 0.228, -0.286, 0.148, 0.136], "smiles": "CCN.S"}



no.,energy (eV),gap between HOMO and LUMO (eV)
1,-225386.5394,3.6
2,-8864.0101,9.4
3,-7796.7597,9.8
4,-27032.4352,7.8
5,-14544.5304,10.7